DFT (the ωB97M-V functional and the def2-TZVPD basis) results for a molecular structure, C54H55AsAuBN7 in a non-equilibrium geometry.

As for the total charge: +1. The calculation puts the highest occupied orbital energy (alpha / beta) at -10.005 / -10.013 eV. The value obtained for the energy is -4870.19228 Eh. As for the spin multiplicity: 1. The LUMO energy (alpha / beta) comes out at -5.3 / -5.3 eV. Its gap between HOMO and LUMO (alpha / beta) is 4.69 / 4.71 eV.

Each line ends with the Mulliken charge.
Element x y z (Å)
H: 2.15405 -1.84036 -5.50390  0.4646
H: 0.47314 2.29976 3.58806  0.4688
H: -1.39930 -0.23856 -2.66879  0.1024
C: 2.03562 6.24255 2.65593  -1.6077
C: 0.03169 -0.15873 -5.71724  -0.7779
N: 1.13483 -1.54859 -2.41077  -0.3965
C: 3.38218 1.14269 4.86887  -1.0071
C: -6.03122 4.04416 -2.56777  -1.6661
H: 3.09198 4.47625 0.89229  0.4875
C: 2.71846 -2.60868 -3.54022  0.5707
C: 3.78816 0.34981 3.80706  -0.6826
H: -4.72126 -0.07175 -0.00817  0.6774
H: -2.43539 1.30871 4.87429  0.4739
H: -2.70189 3.02594 1.18149  0.0339
H: -1.15565 5.13534 -2.18651  0.4658
Au: 0.27524 -0.97812 -0.56428  1.5999
H: -2.52417 4.20827 2.48626  0.5526
H: 0.25779 -1.84632 2.14532  0.4564
H: 2.76531 3.13582 -1.28000  0.5692
C: 1.32987 5.15672 1.89452  0.6834
H: -1.92238 -2.16096 1.02248  -0.3024
H: -4.08536 -2.01425 2.20016  0.4685
H: -3.46199 4.90744 -2.81253  0.4172
As: -0.72646 1.54900 -0.39307  2.2092
H: 2.74755 6.77032 2.02045  0.3876
N: 0.26461 -3.35595 -0.00897  0.5174
C: -2.07453 0.99275 -5.74095  -0.7188
H: 0.90168 -0.49394 -6.26240  0.2801
H: 3.69137 -4.52475 -3.51635  0.2412
H: -2.83980 1.54185 -6.27530  0.4455
C: 1.83162 0.97447 2.59061  1.6736
C: -1.24608 0.00164 -3.70819  1.1805
H: -2.04620 -6.40719 1.27555  0.3182
H: -0.08075 -6.56741 0.60199  0.4592
C: -1.72301 0.84829 2.92401  -0.8768
C: -0.93707 0.55337 -6.40080  -0.9020
H: -1.30122 -0.61863 5.93741  0.4098
H: 6.47939 -3.05305 0.52796  0.4148
C: 3.00787 0.24541 2.65349  0.4028
H: 1.83067 1.66330 -1.08928  -0.0592
C: -0.03926 4.95657 2.03075  -1.0946
H: -0.80555 0.75713 -7.45585  0.3993
C: -4.29098 -4.14188 2.38866  -0.7995
C: 0.03916 3.05181 0.57122  0.7435
C: -2.42118 -3.05734 1.33985  1.2959
H: 1.25312 0.93460 1.68113  0.0589
C: 1.41890 3.26222 0.37193  1.3602
H: 2.59815 5.81514 3.48951  0.3002
N: -0.86175 0.08957 0.79408  0.2500
C: -2.43674 2.17799 -1.09969  0.2411
H: 5.77605 -3.04194 -1.08941  0.1645
H: -2.98342 -0.30928 -0.03923  -0.5564
H: 3.13731 2.02010 0.02820  0.5582
C: -3.64183 -2.98218 1.99596  -0.3531
C: -3.82138 0.06104 -0.60617  -1.5506
H: 1.33104 6.96698 3.06298  0.3981
H: -5.24400 -4.09211 2.89957  0.4036
C: 1.40802 1.75502 3.65718  -0.2888
C: 1.43587 -5.23980 -0.24377  0.4797
C: -0.71150 3.94195 1.36303  0.3675
H: 2.80633 -6.11090 -1.65353  0.2190
N: 1.44492 -3.90614 -0.42842  0.3473
H: -0.61378 5.63342 2.65552  0.4631
C: -2.22861 0.70708 -4.39461  -0.5914
H: -0.17780 3.75429 -1.73232  0.0021
B: 2.62664 -3.10468 -1.01576  -1.7279
N: 2.56015 -1.20069 0.67967  1.4171
N: 3.25694 -2.16739 0.02172  -0.0842
H: -3.12401 1.02122 -3.87813  0.3831
C: -3.65710 1.48420 -1.04043  0.4809
C: -0.47504 -4.37660 0.46003  0.0091
C: -3.53013 3.96584 -2.27720  -0.9838
C: -1.81439 -4.27431 1.08105  -0.0457
H: -2.62515 4.72104 0.80821  0.4484
C: -0.09625 -0.43829 -4.35352  0.4875
C: -2.21818 3.95314 1.47072  -2.2384
C: -1.84397 0.63231 4.27129  -0.8906
H: -6.58568 4.44688 -1.71775  0.3111
C: 3.89052 -3.49383 -3.80846  -1.3572
C: -4.80198 2.11596 -1.51558  -0.5317
C: 2.02756 4.31936 1.03971  -0.9139
H: 1.85250 2.44088 5.64311  0.4915
C: 2.57095 -6.14629 -0.58995  -1.3205
H: 4.11110 -3.47641 -4.87436  0.3666
C: 1.98709 -1.87348 -4.44207  -1.0759
H: 4.70741 -0.21404 3.89228  0.3747
C: 0.97704 -1.24047 -3.71517  -0.0459
H: -5.81511 4.86920 -3.24493  0.4107
C: 3.40515 -0.69729 1.58656  -0.6142
C: -0.33802 -1.17228 2.75066  0.2640
C: 0.23155 -5.57602 0.32109  -1.1043
H: 5.24252 -4.23279 0.09133  0.1704
H: 0.03832 -2.19506 4.57507  0.5490
H: -0.91376 3.81203 -3.32066  0.3768
C: -1.07417 4.05079 -2.26614  -1.5464
C: -1.20664 -0.46239 4.87053  -1.0321
C: -2.35460 3.38516 -1.81774  0.0767
H: -2.22692 1.67547 2.45385  0.5190
C: 5.55731 -3.19682 -0.03240  -1.2581
H: 3.46857 -3.88722 -1.32243  -0.1180
C: 4.66000 -1.31123 1.47826  -1.2496
N: 2.19159 -2.40620 -2.32460  1.0352
H: -5.74640 1.58561 -1.44215  0.4406
H: 4.77779 -3.16077 -3.26989  0.1806
H: 5.55221 -1.11013 2.04743  0.5290
H: -3.91837 -0.57233 -1.49226  0.4272
H: 4.00134 1.20827 5.75460  0.4220
C: -0.45567 -1.35627 4.10337  -1.2271
C: 2.32052 2.46367 -0.54404  -1.9941
C: -4.77088 3.37178 -2.10273  0.6989
H: -6.68759 3.34082 -3.08056  0.3976
H: 2.29722 -7.16843 -0.33553  0.4058
C: -2.48251 -5.43708 1.47053  -0.8673
H: 3.47631 -5.88955 -0.04005  0.1760
C: -3.70764 -5.37201 2.11272  -0.7362
H: -4.20647 -6.28680 2.40540  0.4102
C: -0.97160 -0.05587 2.11733  1.3455
C: 2.18018 1.83718 4.80546  -1.2935
C: 4.52936 -2.23774 0.47324  0.3985

Forces on the atoms, in the same order (eV/Å):
-0.015 -0.053 0.059
0.099 -0.007 -0.018
-0.064 -0.076 0.149
0.000 0.010 -0.014
0.049 0.141 -0.044
-0.011 -0.292 -0.021
0.007 -0.007 -0.017
0.027 -0.018 -0.039
-0.041 0.001 0.009
0.124 -0.046 0.114
-0.016 -0.008 0.059
-0.061 0.031 -0.028
-0.007 -0.004 0.007
0.028 0.020 0.051
0.009 -0.031 0.037
-0.358 1.004 -0.208
0.026 -0.040 -0.012
0.014 0.054 0.013
0.003 -0.012 -0.003
-0.088 0.006 0.086
0.013 0.228 -0.065
0.035 -0.012 -0.004
0.009 -0.027 0.029
-0.117 -1.725 2.111
-0.017 -0.015 0.006
0.235 -0.022 0.090
-0.072 0.038 0.013
-0.012 0.051 0.019
-0.013 0.028 -0.006
0.017 -0.020 0.020
0.036 0.181 -0.063
-0.095 -0.023 -0.004
-0.026 0.021 0.007
0.021 0.071 -0.008
0.573 -0.541 -1.092
0.032 -0.026 -0.022
0.007 0.016 -0.022
-0.004 -0.001 -0.012
0.078 -0.076 -0.025
-0.085 -0.096 -0.034
0.107 0.041 -0.026
0.000 -0.005 0.026
0.019 0.004 -0.028
0.498 0.163 -0.249
-0.137 0.131 -0.073
0.035 -0.040 0.075
0.030 0.139 0.103
-0.026 -0.010 -0.024
-0.780 0.711 -3.508
0.090 -0.389 -0.825
-0.012 0.008 0.012
0.276 -0.113 0.205
-0.038 -0.045 0.011
-0.014 0.013 -0.054
0.023 -0.124 0.076
0.016 -0.018 -0.014
0.020 0.003 -0.004
0.052 0.116 -0.065
0.114 0.034 -0.009
-0.244 -0.144 -0.150
-0.010 -0.001 0.000
-0.011 0.213 -0.125
0.012 -0.047 -0.009
0.112 -0.041 0.044
0.015 -0.031 0.045
0.034 -0.182 0.177
0.088 -0.223 0.076
-0.014 0.197 -0.366
-0.077 0.048 0.105
-0.078 -0.095 -0.013
-0.285 0.139 0.060
0.018 0.102 0.094
0.123 -0.066 -0.069
0.025 0.024 0.006
0.152 -0.001 0.102
-0.031 0.047 0.018
0.246 -0.681 0.624
0.024 -0.017 0.009
-0.007 0.019 -0.043
0.042 0.002 0.115
0.055 -0.122 -0.010
0.013 -0.017 -0.022
-0.025 -0.014 0.000
-0.002 0.003 0.019
-0.068 -0.041 -0.129
-0.010 -0.008 -0.006
-0.088 0.079 -0.007
0.008 -0.012 0.011
-0.174 0.190 0.235
-0.465 0.728 -0.720
-0.018 -0.031 0.021
0.000 0.016 0.015
-0.003 0.001 0.012
-0.023 -0.012 0.007
-0.038 0.000 -0.102
-0.077 0.153 -0.093
0.261 0.040 -0.151
-0.019 0.047 -0.038
0.010 0.045 -0.005
-0.080 0.036 -0.020
0.086 0.016 -0.047
-0.056 0.300 0.161
0.047 0.011 0.020
-0.034 0.004 -0.003
-0.057 -0.012 0.000
-0.005 -0.016 0.023
-0.017 -0.016 -0.007
-0.320 0.324 0.449
-0.044 0.109 0.129
-0.029 0.071 -0.020
0.008 -0.009 0.018
0.001 0.005 -0.002
-0.017 -0.042 0.014
-0.019 0.005 0.008
0.020 0.005 0.002
0.006 0.009 -0.005
0.458 -0.346 2.806
0.032 0.009 -0.044
-0.062 -0.109 0.033

***

DFT (the ωB97M-V functional and the def2-TZVPD basis) results for a molecular structure, C16H18MnN3O4PS2 in a non-equilibrium geometry.

As for the total charge: -1. The calculation puts the highest occupied orbital energy (alpha / beta) at -1.340 / -4.049 eV. The value obtained for the energy is -3374.66745 Eh. As for the spin multiplicity: 5. The LUMO energy (alpha / beta) comes out at 2.5 / 2.5 eV. Its gap between HOMO and LUMO (alpha / beta) is 3.85 / 6.58 eV. The expectation value of S² is 6.0376.

Each line ends with the Mulliken charge.
Element x y z (Å)
C: 3.93089 2.59720 -1.38488  -0.7888
H: -3.28301 -0.44990 3.52482  0.4089
C: 0.81129 -4.30910 2.20162  -1.0171
S: 0.42979 0.64290 1.51752  -0.4137
H: -0.88561 -1.05740 3.22932  0.4495
C: -4.38331 1.70210 -1.31748  -0.2337
C: -2.88971 -0.65850 2.53312  -1.0554
C: -4.03751 0.34030 -1.31638  -0.9177
C: 4.58499 0.30830 -1.34108  -0.8778
H: 0.85319 -4.01830 3.24972  0.2734
C: 4.93819 1.66790 -1.34058  -0.1613
H: 1.57119 -3.59870 0.30322  0.3051
C: 1.68679 -3.38090 1.37192  -0.2945
H: -5.42041 2.00500 -1.29418  0.4032
C: 1.49219 3.14780 -1.55298  -0.0790
N: 0.27909 2.48400 -1.50148  -0.0442
H: -1.92181 -2.50950 3.11892  0.3413
H: 2.95979 -1.07650 -1.34558  0.4094
H: -2.61251 0.27620 2.05172  0.1870
C: -0.92871 3.16080 -1.51648  -0.2032
C: 3.24799 -0.03070 -1.36218  0.1464
H: -4.79731 -0.42600 -1.31618  0.4000
O: -1.10831 4.37210 -1.62758  -0.7767
H: -0.22011 -4.24650 1.86452  0.1707
O: -1.16641 -1.87290 1.35152  -0.3585
H: 2.74149 -3.48510 1.64822  0.3218
N: -1.69841 0.87180 -1.34588  0.2152
C: -3.37191 2.62660 -1.34838  -0.6986
O: 1.68219 4.35490 -1.67978  -0.7237
H: 5.34199 -0.46130 -1.32518  0.3893
C: -2.03651 2.20410 -1.39558  0.5019
N: 2.24989 0.85320 -1.40748  0.1465
H: 4.11639 3.66100 -1.37408  0.4646
O: 1.37749 -2.01840 1.61112  -0.3497
C: -2.70101 -0.00610 -1.31668  -0.0061
H: 5.97609 1.96550 -1.30338  0.4147
C: -1.66731 -1.55450 2.64312  -0.5037
H: -2.42161 -1.05380 -1.29228  0.4185
Mn: 0.27489 0.61240 -1.16158  -0.2224
S: 0.24529 -1.82410 -1.10968  -0.5560
P: 0.21899 -1.20980 0.80972  1.0815
H: -3.55101 3.69060 -1.34048  0.4463
C: 2.59579 2.18070 -1.44618  0.6788
H: 1.15499 -5.33580 2.09782  0.4119
H: -3.65851 -1.14180 1.93582  0.2961

Forces on the atoms, in the same order (eV/Å):
-0.712 0.268 -0.073
-0.081 0.047 0.142
0.108 0.259 -0.138
-0.070 -0.620 -0.884
-0.128 -0.129 0.019
0.198 0.869 0.020
0.323 -0.189 -0.110
0.358 -0.772 -0.043
0.333 0.810 -0.053
0.010 -0.042 0.096
-0.191 -1.010 0.046
0.121 -0.002 0.132
0.006 -0.343 -0.071
-0.078 0.089 0.021
-2.317 0.578 -0.155
1.831 0.993 -0.117
0.080 0.115 -0.021
-0.144 0.088 0.042
-0.024 0.088 -0.038
-1.574 -0.461 0.049
-0.088 -0.454 -0.034
0.013 -0.144 0.031
0.061 0.376 0.000
-0.096 -0.023 -0.008
0.419 0.133 -0.566
-0.124 -0.063 -0.074
-0.298 -0.654 0.053
-0.466 -0.118 -0.008
0.661 -0.497 0.121
-0.020 -0.081 0.037
0.974 1.101 -0.079
1.503 1.186 -0.071
-0.046 0.064 -0.069
-0.099 0.297 -0.021
-0.571 -0.397 0.003
0.068 0.042 0.008
-0.176 0.190 0.456
0.075 0.033 0.029
-0.551 0.350 -0.227
0.170 0.292 0.411
-0.255 -0.781 1.105
-0.021 0.102 -0.054
0.887 -1.440 0.141
0.035 -0.129 0.017
-0.099 -0.020 -0.064

***

DFT (the ωB97M-V functional and the def2-TZVPD basis) results for a single C4H7FN2 molecule in a non-equilibrium geometry.

As for the total charge: 0. The calculation puts the highest occupied orbital energy at -8.647 eV. The value obtained for the energy is -365.79845 Eh. As for the energy above the lowest of the compared OMol25 structures with the same formula, charge and spin: 113.0 kcal per mole. As for the spin multiplicity: 1. Its SMILES is C=NN[C@@H]1C[C@H]1F. The LUMO energy comes out at 1.1 eV. Its gap between HOMO and LUMO is 9.72 eV.

Each line ends with the Mulliken charge.
Element x y z (Å)
H: -2.43541 -1.18990 0.23021  0.2475
H: 2.95382 1.31362 -0.57734  0.2567
F: -1.66537 1.38188 0.08480  -0.3158
H: -0.03135 0.84378 -1.01955  0.4697
C: 2.12320 0.93346 0.03922  -0.6216
H: -0.92793 -0.67014 1.64440  0.3084
C: -0.46988 -0.57801 0.64100  -0.0595
N: 0.81123 -1.06601 0.22546  -0.1071
H: -1.34525 -1.59812 -1.39836  0.3341
H: 1.31727 1.37013 0.53101  0.5238
N: 1.93536 -0.24295 -0.22651  -0.3844
H: 0.78144 -2.17988 -0.03710  0.2683
C: -1.54805 -0.98970 -0.47216  -0.8214
C: -0.86367 0.44029 -0.22958  -0.0988

Forces on the atoms, in the same order (eV/Å):
0.757 0.520 -2.119
-0.403 0.689 1.035
-2.376 3.283 1.608
-2.349 -1.394 1.804
0.255 1.509 -0.845
0.937 0.142 -0.299
0.801 -2.696 -0.317
2.062 -1.783 0.022
-0.004 0.655 1.547
-0.595 2.226 1.289
-1.357 -7.656 -0.618
0.933 4.416 0.513
0.239 1.254 1.981
1.101 -1.166 -5.600

***

The highest total charge belongs to which entry?
C54H55AsAuBN7

***

The lowest total charge belongs to which entry?
C16H18MnN3O4PS2

***

Please write out number 3 again, unchanged.
DFT (the ωB97M-V functional and the def2-TZVPD basis) results for a single C4H7FN2 molecule in a non-equilibrium geometry.

As for the total charge: 0. The calculation puts the highest occupied orbital energy at -8.647 eV. The value obtained for the energy is -365.79845 Eh. As for the energy above the lowest of the compared OMol25 structures with the same formula, charge and spin: 113.0 kcal per mole. As for the spin multiplicity: 1. Its SMILES is C=NN[C@@H]1C[C@H]1F. The LUMO energy comes out at 1.1 eV. Its gap between HOMO and LUMO is 9.72 eV.

Each line ends with the Mulliken charge.
Element x y z (Å)
H: -2.43541 -1.18990 0.23021  0.2475
H: 2.95382 1.31362 -0.57734  0.2567
F: -1.66537 1.38188 0.08480  -0.3158
H: -0.03135 0.84378 -1.01955  0.4697
C: 2.12320 0.93346 0.03922  -0.6216
H: -0.92793 -0.67014 1.64440  0.3084
C: -0.46988 -0.57801 0.64100  -0.0595
N: 0.81123 -1.06601 0.22546  -0.1071
H: -1.34525 -1.59812 -1.39836  0.3341
H: 1.31727 1.37013 0.53101  0.5238
N: 1.93536 -0.24295 -0.22651  -0.3844
H: 0.78144 -2.17988 -0.03710  0.2683
C: -1.54805 -0.98970 -0.47216  -0.8214
C: -0.86367 0.44029 -0.22958  -0.0988

Forces on the atoms, in the same order (eV/Å):
0.757 0.520 -2.119
-0.403 0.689 1.035
-2.376 3.283 1.608
-2.349 -1.394 1.804
0.255 1.509 -0.845
0.937 0.142 -0.299
0.801 -2.696 -0.317
2.062 -1.783 0.022
-0.004 0.655 1.547
-0.595 2.226 1.289
-1.357 -7.656 -0.618
0.933 4.416 0.513
0.239 1.254 1.981
1.101 -1.166 -5.600

***

Which formula does entry 2 have?
C16H18MnN3O4PS2